1.
{
  "formula": "C17H19BrN2O3S",
  "method": "ωB97M-V/def2-TZVPD",
  "symbols": ["O", "C", "N", "H", "C", "H", "C", "H", "H", "C", "C", "C", "C", "C", "C", "C", "H", "H", "H", "H", "H", "H", "H", "H", "C", "N", "S", "O", "O", "C", "C", "C", "C", "C", "C", "H", "H", "H", "Br", "H", "H", "H", "H"],
  "positions_angstrom": [[-0.43, -0.44, 0.35], [-1.23, 0.12, -0.37], [-1.84, -0.48, -1.40], [-2.53, 0.04, -1.93], [-1.68, -1.88, -1.72], [-0.99, -2.29, -0.98], [-3.00, -2.64, -1.70], [-3.73, -2.11, -2.33], [-2.84, -3.62, -2.16], [-3.57, -2.84, -0.29], [-3.93, -1.56, 0.40], [-3.29, -1.18, 1.57], [-3.64, 0.00, 2.21], [-4.62, 0.82, 1.68], [-5.27, 0.45, 0.51], [-4.93, -0.73, -0.12], [-5.45, -1.03, -1.02], [-6.05, 1.07, 0.10], [-4.89, 1.74, 2.18], [-3.13, 0.29, 3.12], [-2.52, -1.80, 1.98], [-2.84, -3.38, 0.31], [-4.46, -3.47, -0.37], [-1.22, -1.97, -2.71], [-1.58, 1.59, -0.18], [-0.65, 2.24, 0.71], [0.73, 2.82, -0.05], [1.53, 3.43, 0.96], [0.28, 3.59, -1.17], [1.57, 1.36, -0.67], [2.33, 0.62, 0.21], [2.89, -0.56, -0.24], [2.70, -0.99, -1.55], [1.95, -0.22, -2.41], [1.38, 0.96, -1.97], [0.79, 1.59, -2.62], [1.81, -0.55, -3.43], [3.14, -1.92, -1.88], [3.93, -1.61, 0.94], [2.47, 0.97, 1.23], [-0.41, 1.67, 1.50], [-2.59, 1.66, 0.24], [-1.55, 2.14, -1.12]],
  "smiles": "O=C(CNS(=O)(=O)c1cccc(Br)c1)NCCCc1ccccc1",
  "relative_energy_ev": 0.000,
  "spin_multiplicity": 1,
  "total_charge": 0,
  "total_energy_ha": -3966.66141,
  "gap_ev": 9.74
}

---

2.
{
  "formula": "C17H19BrN4O5S",
  "method": "ωB97M-V/def2-TZVPD",
  "symbols": ["C", "C", "H", "H", "O", "C", "O", "C", "C", "C", "C", "C", "C", "H", "H", "H", "N", "C", "O", "C", "H", "H", "C", "N", "S", "O", "O", "C", "C", "C", "C", "N", "C", "N", "H", "H", "H", "Br", "H", "H", "H", "H", "H", "H", "H", "H", "H"],
  "positions_angstrom": [[4.32, 0.68, -3.37], [3.02, 1.28, -2.86], [2.43, 1.68, -3.69], [3.21, 2.06, -2.12], [2.23, 0.31, -2.16], [1.48, -0.50, -2.91], [1.46, -0.48, -4.12], [0.67, -1.43, -2.09], [0.56, -1.25, -0.71], [-0.27, -2.10, 0.02], [-0.95, -3.13, -0.62], [-0.83, -3.31, -1.98], [-0.03, -2.45, -2.72], [0.07, -2.56, -3.79], [-1.37, -4.10, -2.47], [-1.59, -3.78, -0.05], [-0.45, -1.95, 1.41], [0.02, -0.98, 2.23], [0.68, -0.02, 1.86], [-0.35, -1.15, 3.69], [-0.82, -2.11, 3.89], [0.58, -1.09, 4.27], [-1.28, -0.02, 4.15], [-0.83, 1.30, 3.78], [-1.77, 2.21, 2.78], [-3.13, 1.98, 3.17], [-1.23, 3.55, 2.84], [-1.60, 1.64, 1.09], [-2.49, 0.70, 0.63], [-2.41, 0.32, -0.70], [-1.46, 0.91, -1.52], [-0.62, 1.82, -1.08], [-0.65, 2.19, 0.20], [0.26, 3.09, 0.61], [0.82, 3.52, -0.10], [0.09, 3.55, 1.49], [-1.39, 0.66, -2.57], [-3.60, -0.98, -1.39], [-3.25, 0.32, 1.29], [0.15, 1.36, 3.55], [-2.29, -0.14, 3.74], [-1.37, -0.06, 5.25], [-1.03, -2.67, 1.82], [1.10, -0.46, -0.23], [4.88, 0.23, -2.55], [4.92, 1.46, -3.83], [4.11, -0.09, -4.11]],
  "smiles": "CCOC(=O)c1cccc(NC(=O)CCNS(=O)(=O)c2cc(Br)cnc2N)c1",
  "relative_energy_ev": 0.000,
  "spin_multiplicity": 1,
  "total_charge": 0,
  "total_energy_ha": -4226.69792,
  "gap_ev": 8.62
}

---

3.
{
  "formula": "C17H19CeN2O5S2Si",
  "method": "ωB97M-V/def2-TZVPD",
  "symbols": ["Ce", "C", "Si", "C", "C", "C", "C", "C", "C", "N", "C", "S", "H", "H", "H", "H", "H", "H", "H", "H", "H", "H", "H", "H", "C", "S", "O", "O", "O", "H", "H", "H", "O", "C", "N", "C", "O", "C", "C", "C", "C", "C", "C", "H", "H", "H", "H"],
  "positions_angstrom": [[-0.52, 1.04, 0.85], [0.22, -2.25, -3.88], [0.35, -0.54, -4.62], [1.72, -0.51, -5.93], [-1.33, 0.07, -5.20], [0.96, 0.61, -3.18], [2.10, 1.41, -3.31], [2.68, 2.13, -2.27], [2.10, 2.04, -1.04], [0.96, 1.31, -0.87], [0.34, 0.65, -1.89], [-1.17, -0.16, -1.51], [0.17, -3.02, -4.64], [-0.67, -2.32, -3.25], [1.07, -2.46, -3.25], [1.50, -1.23, -6.73], [2.63, -0.80, -5.43], [1.86, 0.48, -6.35], [-1.67, -0.40, -6.12], [-1.37, 1.12, -5.35], [-2.06, -0.20, -4.44], [2.55, 1.51, -4.32], [3.56, 2.75, -2.48], [2.51, 2.49, -0.12], [-2.77, 3.97, 3.11], [-2.43, 3.46, 1.41], [-3.20, 4.50, 0.80], [-0.93, 3.50, 1.20], [-2.85, 2.04, 1.16], [-2.58, 5.03, 3.21], [-2.18, 3.41, 3.82], [-3.83, 3.80, 3.30], [-0.31, 0.92, 3.39], [-0.19, -0.36, 3.34], [-0.24, -0.95, 2.11], [-0.02, -2.35, 2.24], [-0.07, -3.12, 1.32], [0.17, -2.60, 3.72], [0.47, -3.77, 4.44], [0.51, -3.71, 5.85], [0.29, -2.52, 6.50], [0.12, -1.32, 5.78], [0.01, -1.37, 4.39], [0.67, -4.71, 3.89], [0.60, -4.64, 6.41], [0.30, -2.49, 7.61], [-0.03, -0.38, 6.33]],
  "spin_multiplicity": 2,
  "total_charge": 0,
  "total_energy_ha": -2706.11141,
  "gap_ev": [7.75, 7.76]
}

---

Copy entry 2 word for word.
{
  "formula": "C17H19BrN4O5S",
  "method": "ωB97M-V/def2-TZVPD",
  "symbols": ["C", "C", "H", "H", "O", "C", "O", "C", "C", "C", "C", "C", "C", "H", "H", "H", "N", "C", "O", "C", "H", "H", "C", "N", "S", "O", "O", "C", "C", "C", "C", "N", "C", "N", "H", "H", "H", "Br", "H", "H", "H", "H", "H", "H", "H", "H", "H"],
  "positions_angstrom": [[4.32, 0.68, -3.37], [3.02, 1.28, -2.86], [2.43, 1.68, -3.69], [3.21, 2.06, -2.12], [2.23, 0.31, -2.16], [1.48, -0.50, -2.91], [1.46, -0.48, -4.12], [0.67, -1.43, -2.09], [0.56, -1.25, -0.71], [-0.27, -2.10, 0.02], [-0.95, -3.13, -0.62], [-0.83, -3.31, -1.98], [-0.03, -2.45, -2.72], [0.07, -2.56, -3.79], [-1.37, -4.10, -2.47], [-1.59, -3.78, -0.05], [-0.45, -1.95, 1.41], [0.02, -0.98, 2.23], [0.68, -0.02, 1.86], [-0.35, -1.15, 3.69], [-0.82, -2.11, 3.89], [0.58, -1.09, 4.27], [-1.28, -0.02, 4.15], [-0.83, 1.30, 3.78], [-1.77, 2.21, 2.78], [-3.13, 1.98, 3.17], [-1.23, 3.55, 2.84], [-1.60, 1.64, 1.09], [-2.49, 0.70, 0.63], [-2.41, 0.32, -0.70], [-1.46, 0.91, -1.52], [-0.62, 1.82, -1.08], [-0.65, 2.19, 0.20], [0.26, 3.09, 0.61], [0.82, 3.52, -0.10], [0.09, 3.55, 1.49], [-1.39, 0.66, -2.57], [-3.60, -0.98, -1.39], [-3.25, 0.32, 1.29], [0.15, 1.36, 3.55], [-2.29, -0.14, 3.74], [-1.37, -0.06, 5.25], [-1.03, -2.67, 1.82], [1.10, -0.46, -0.23], [4.88, 0.23, -2.55], [4.92, 1.46, -3.83], [4.11, -0.09, -4.11]],
  "smiles": "CCOC(=O)c1cccc(NC(=O)CCNS(=O)(=O)c2cc(Br)cnc2N)c1",
  "relative_energy_ev": 0.000,
  "spin_multiplicity": 1,
  "total_charge": 0,
  "total_energy_ha": -4226.69792,
  "gap_ev": 8.62
}